Model 1:
This record from the Open Molecules 2025 dataset describes an isolated ion of composition C4H10NO3 and charge +1. The level of theory is the ωB97M-V functional and the def2-TZVPD basis.

Properties
Lowest unoccupied orbital energy (eV): -3.51
HOMO energy (eV): -11.81
Net charge: +1

The geometry in XYZ format:
```
18
Properties=species:S:1:pos:R:3:lowdin_charge:R:1
C -0.5079 0.0270 1.5045 -0.044
C 0.7395 0.0502 -0.7431 -0.154
C 0.3226 0.8810 0.4527 -0.336
C -1.6401 -0.8549 -0.3978 -0.133
N 1.8165 -1.0087 -0.5054 0.134
O -1.1361 -1.0479 0.8064 -0.012
O -0.6506 1.8000 -0.0296 -0.026
O -2.2742 0.2230 -0.8217 0.090
H 0.0832 -0.5778 2.1799 0.135
H -1.2132 0.6334 2.0556 0.146
H 1.0589 0.7035 -1.6042 0.111
H 1.2201 1.3360 0.8451 0.146
H -1.9041 -1.7075 -0.9204 0.142
H 2.8018 -0.7317 -1.0263 0.240
H 1.6716 -1.9220 -0.9292 0.142
H 1.7840 -1.2197 0.4819 0.136
H -0.3588 2.2728 -0.8583 0.171
H -1.8129 1.1431 -0.4899 0.113
```



Model 2:
This record from the Open Molecules 2025 dataset describes a 2-piece molecular cluster, C4H10NO3 overall. The level of theory is the ωB97M-V functional and the def2-TZVPD basis.

Properties
Lowest unoccupied orbital energy (eV): -4.01
HOMO energy (eV): -14.09
Net charge: +1

The geometry in XYZ format:
```
18
Properties=species:S:1:pos:R:3:lowdin_charge:R:1
O 0.6439 -1.9990 1.2852 0.140
C 0.1149 -0.9350 1.3780 -0.221
C -0.5249 -0.2330 0.1651 -0.250
C -0.2032 1.2301 0.1023 -0.101
C 1.3297 1.4164 -0.0048 -0.220
O 2.0739 0.7930 0.6855 0.101
N -2.0383 -0.3807 0.3737 0.240
H -0.0311 -0.4096 2.3429 0.151
H -0.3013 -0.7523 -0.7589 0.131
H -0.6585 1.7561 -0.7430 0.132
H -0.4447 1.7256 1.0376 0.133
H 1.6568 2.1308 -0.7833 0.140
H -2.2787 -1.3774 0.3767 0.185
H -2.3834 0.0706 1.2184 0.175
H -2.5036 0.0272 -0.4378 0.176
H 1.7333 -0.7747 -2.8177 0.065
H 2.3317 -1.1885 -1.4804 0.065
O 1.4835 -1.0997 -1.9396 -0.044
```



The most stable of them is model 2.



Model 1:
This record from the Open Molecules 2025 dataset describes a 4-piece molecular cluster, C3H13NO4 overall. The level of theory is the ωB97M-V functional and the def2-TZVPD basis.

Properties
Lowest unoccupied orbital energy (eV): 0.74
HOMO energy (eV): -9.02
SMILES string: C[C@@H](N)C=O.O.O.O

The geometry in XYZ format:
```
21
Properties=species:S:1:pos:R:3:lowdin_charge:R:1
C -0.1511 2.5445 -0.4023 -0.071
C -0.8456 2.9246 0.8847 -0.417
N -2.2433 2.5344 0.8091 0.026
C -0.1283 2.1305 1.9944 -0.208
O -0.6330 1.0927 2.3537 0.034
H 0.7897 3.1430 -0.3771 0.091
H -0.7976 2.8034 -1.2462 0.083
H 0.1409 1.5154 -0.5643 0.076
H -0.8831 3.9922 1.1204 0.141
H -3.0507 3.0174 1.1515 0.070
H -2.3916 1.5443 0.7167 0.072
H 0.7154 2.5506 2.5643 0.124
O 1.0383 -2.0381 2.1546 -0.062
H 0.6671 -1.2144 1.8070 0.015
H 0.7459 -2.0336 3.0651 0.027
O 1.7263 -2.4614 -3.9523 -0.082
H 1.9523 -3.0415 -3.1957 0.028
H 2.5451 -2.2604 -4.4188 0.034
O 0.5775 -4.6322 -2.5717 -0.058
H 0.0346 -4.0854 -3.1501 0.036
H 0.0474 -4.8129 -1.7917 0.042
```



Model 2:
This record from the Open Molecules 2025 dataset describes a 3-piece molecular cluster, C3H13NO4 overall. The level of theory is the ωB97M-V functional and the def2-TZVPD basis.

Properties
Lowest unoccupied orbital energy (eV): 0.47
HOMO energy (eV): -9.44
SMILES string: NC(CO)CO.O.O

The geometry in XYZ format:
```
21
Properties=species:S:1:pos:R:3:lowdin_charge:R:1
N 0.5008 0.3539 2.5322 0.082
C 0.0205 0.1230 1.1334 -0.310
C 0.1313 1.4864 0.2642 -0.212
O -0.6931 1.4742 -0.9287 -0.174
C 0.8892 -0.9445 0.3044 -0.224
O 1.2060 -2.0175 1.2158 -0.147
H 0.8626 -0.4842 2.9262 0.054
H 1.1498 1.0190 2.4856 0.002
H -0.9772 -0.2243 0.9166 0.104
H 1.1626 1.6014 -0.1960 0.121
H -0.2650 2.3180 0.9430 0.130
H -1.2554 2.4007 -1.0777 0.181
H 1.9559 -0.5054 0.0278 0.146
H 0.1313 -1.3761 -0.5028 0.146
H 2.2272 -1.8221 1.1596 0.132
O -3.0294 -2.2702 -0.5512 -0.060
H -3.6872 -1.6615 -0.4928 -0.034
H -2.1567 -2.3005 -0.0078 0.089
O 0.8669 0.8571 -3.2828 0.054
H 0.4785 0.3761 -3.8933 -0.041
H 0.4815 1.5962 -2.9757 -0.040
```



The most stable of them is model 1.



Model 1:
This record from the Open Molecules 2025 dataset describes C4H5ClS in the gas phase. The level of theory is the ωB97M-V functional and the def2-TZVPD basis.

Properties
Lowest unoccupied orbital energy (eV): -0.44
HOMO energy (eV): -8.83
SMILES string: S=C1CC(Cl)C1

The geometry in XYZ format:
```
11
Properties=species:S:1:pos:R:3:lowdin_charge:R:1
S -2.7798 -0.0424 -0.2038 0.676
C -1.1252 -0.0047 -0.1313 -0.782
C -0.1033 1.1194 -0.0878 -0.152
C 0.9127 -0.0073 0.3648 -0.730
Cl 2.5275 -0.0408 -0.2924 0.623
C -0.0877 -1.0720 -0.0776 -0.211
H -0.2479 1.9396 0.5948 0.108
H 0.1161 1.4699 -1.1088 0.125
H 0.9526 0.0338 1.4107 0.079
H 0.0325 -1.4206 -1.0875 0.115
H -0.1974 -1.9750 0.6188 0.149
```



Model 2:
This record from the Open Molecules 2025 dataset describes C4H5ClS in the gas phase. The level of theory is the ωB97M-V functional and the def2-TZVPD basis.

Properties
Lowest unoccupied orbital energy (eV): -0.43
HOMO energy (eV): -8.80
SMILES string: S=C1CC[C@@H]1Cl

The geometry in XYZ format:
```
11
Properties=species:S:1:pos:R:3:lowdin_charge:R:1
S 1.3627 0.8261 2.2345 0.730
C 0.6019 0.3043 0.9179 -0.808
C 0.3822 -1.0201 0.2707 -0.205
C -0.5544 -0.3997 -0.7650 -0.196
C -0.3852 1.0218 -0.1423 -0.701
Cl 0.3972 2.1919 -1.1534 0.632
H 1.3122 -1.3971 -0.1755 0.126
H -0.0421 -1.6947 1.0118 0.118
H -0.2130 -0.5816 -1.7819 0.101
H -1.6122 -0.7460 -0.6918 0.118
H -1.2494 1.4952 0.2749 0.084
```



The most stable of them is model 1.



Model 1:
This record from the Open Molecules 2025 dataset describes a 2-piece molecular cluster, C2H7O2 overall. The level of theory is the ωB97M-V functional and the def2-TZVPD basis.

Properties
Lowest unoccupied orbital energy (eV): 4.77
HOMO energy (eV): -2.98
Net charge: -1

The geometry in XYZ format:
```
11
Properties=species:S:1:pos:R:3:lowdin_charge:R:1
O -0.1241 -2.3397 -0.7450 -0.226
H -0.6060 -3.1262 -0.4698 -0.034
C -0.5506 0.7995 -0.0796 -0.511
O -1.0339 -0.3644 0.4611 -0.352
C 0.8943 1.0543 0.3738 -0.141
H -0.4995 0.6950 -1.1809 0.083
H -1.1935 1.6263 0.2493 0.071
H -0.6600 -1.5447 -0.2616 -0.032
H 0.9001 1.3189 1.4401 0.049
H 1.3907 0.0876 0.3784 0.054
H 1.4824 1.7933 -0.1658 0.039
```



Model 2:
This record from the Open Molecules 2025 dataset describes a 2-piece molecular cluster, C2H7O2 overall. The level of theory is the ωB97M-V functional and the def2-TZVPD basis.

Properties
Lowest unoccupied orbital energy (eV): 4.74
HOMO energy (eV): -2.92
Net charge: -1

The geometry in XYZ format:
```
11
Properties=species:S:1:pos:R:3:lowdin_charge:R:1
C -0.6922 0.2936 0.6052 -0.592
O -1.0393 0.6049 -0.6341 -0.352
C -0.1981 -1.2298 1.0675 -0.123
H -1.5865 0.5018 1.3314 0.074
H 0.0470 0.9862 1.0244 0.043
H 0.4440 -1.1480 1.9533 0.032
H 0.5279 -1.5083 0.2878 0.022
H -1.1093 -1.9027 1.0315 0.053
H 0.5742 0.4150 -1.3712 0.084
H 1.5962 0.8953 -0.3380 -0.023
O 1.6453 0.3173 -1.1103 -0.217
```



The most stable of them is model 1.